1.
6
Properties=species:S:1:pos:R:3 method="wB97M-V/def2-TZVPD" total_charge=-1 e_homo_ev=-3.44 de_lowest_ev=0.689 largest_force_ha_per_bohr=0.0944 gap_ev=8.65
N 0.00284 -0.52016 -0.33540
N 1.79522 -0.29250 -0.52660
O 2.29857 -1.01408 0.31803
F 1.86789 1.47620 0.05354
H 0.03715 -0.48765 0.66341
H 0.15091 0.46345 -0.60021

=====

2.
13
Properties=species:S:1:pos:R:3 method="wB97M-V/def2-TZVPD" total_charge=+1 multiplicity=3 e_homo_ev="-13.48 / -14.14" de_lowest_ev=0.000 largest_force_ha_per_bohr=0.0720 gap_ev="9.55 / 6.75"
C -0.48711 -0.34453 0.13434
C -0.72504 -1.29423 1.27638
N -1.63314 0.19252 -0.31059
N 0.67882 -0.15486 -0.41621
O 2.70486 1.94469 -1.60956
S 1.16991 2.07332 -1.32470
H -1.57980 -1.83489 1.02963
H -0.74280 -0.60492 2.21004
H 0.15185 -1.97124 1.31554
H -2.49049 -0.17125 0.07485
H -1.78514 0.56115 -1.22341
H 1.44422 -0.71828 -0.21455
H 3.29388 2.32253 -0.94176

=====

3.
105
Properties=species:S:1:pos:R:3 method="wB97M-V/def2-TZVPD" total_charge=-1 e_homo_ev=-4.86 de_lowest_ev=5.815 largest_force_ha_per_bohr=0.2535 gap_ev=7.17
B -0.17571 -0.26740 -0.21536
H 0.48923 -1.28678 -0.40635
H -0.20153 0.41007 -1.26406
H -1.17315 -0.69886 0.32974
H 0.48193 0.55001 0.68702
N -3.78168 4.13362 -3.34321
C -3.50464 3.01574 -2.89990
C -2.30467 3.20324 -1.91652
C -1.99093 4.66928 -2.00524
C -2.96614 5.22835 -3.01401
H -4.63558 4.29166 -4.16645
H -4.13728 1.98331 -3.12357
H -1.78371 2.29253 -1.55953
H -1.34667 5.19404 -1.38980
H -3.21419 6.31949 -3.49082
N 2.77141 3.89935 -1.66290
C 1.49855 3.79306 -2.11951
C 1.08532 5.05392 -2.65431
C 2.16821 6.09841 -2.38427
C 3.25394 5.19224 -1.86175
H 3.35863 3.21273 -1.41960
H 1.04078 2.67907 -2.18737
H 0.01542 5.25603 -3.23018
H 2.01137 7.10552 -2.72023
H 4.41532 5.35396 -2.00669
N -1.91499 -2.64667 -4.65391
C -1.56192 -3.94266 -4.95275
C -0.34817 -4.25479 -4.08671
C -0.03288 -2.89443 -3.28781
C -1.16636 -1.93704 -3.73932
H -2.73934 -2.25471 -5.19152
H -2.02950 -4.60538 -5.70761
H 0.13929 -5.30414 -4.00626
H 0.80562 -2.83557 -2.71153
H -1.25628 -0.74913 -3.51375
N 1.93282 -4.23423 2.69370
C 0.84322 -3.99710 1.77912
C 0.22479 -5.30023 1.53732
C 1.11075 -6.29356 2.19230
C 2.15486 -5.53064 3.07965
H 2.47951 -3.44670 2.87724
H 0.42781 -2.92813 1.55556
H -0.58667 -5.51295 0.85216
H 0.92592 -7.32121 2.25676
H 2.92395 -5.87946 3.63952
N -1.93119 1.28014 2.81852
C -3.18251 1.02102 2.72017
C -3.79853 2.18350 3.50616
C -2.74481 3.03634 4.04324
C -1.59974 2.39654 3.62508
H -1.09551 1.08332 2.26689
H -3.65552 0.24115 2.09736
H -4.84646 2.18637 3.63837
H -2.67191 3.90335 4.73509
H -0.71663 2.62520 3.88181
N -4.27997 -2.17223 -1.76077
C -3.92864 -0.89164 -1.26589
C -5.20149 -0.04937 -1.51121
C -6.20524 -0.94573 -2.14010
C -5.48983 -2.29623 -2.23861
H -3.50237 -2.97043 -1.79631
H -3.03068 -0.76229 -0.67928
H -5.25119 0.84566 -1.12617
H -7.02866 -0.62722 -2.44320
H -5.85933 -3.10955 -2.75718
N 4.67339 1.02881 -1.83149
C 5.59039 2.00641 -1.93665
C 5.69025 2.62923 -0.60252
C 4.46581 2.01080 0.15850
C 3.96043 0.87257 -0.59521
H 4.24588 0.53375 -2.50566
H 6.07832 2.24195 -2.75859
H 6.49264 3.60599 -0.38381
H 3.83225 2.33769 1.07602
H 2.83777 0.41408 -0.58393
N 2.69178 -1.38894 2.78404
C 3.99118 -1.59979 2.42233
C 4.59850 -2.29265 3.70788
C 3.67946 -2.20358 4.83584
C 2.37612 -1.72073 4.14272
H 1.93792 -0.95280 2.31481
H 4.54352 -1.42906 1.36086
H 5.60583 -2.65440 3.70679
H 3.66112 -2.72708 5.79465
H 1.53669 -1.20766 4.66626
N -2.68535 -3.90219 -1.99963
C -2.44554 -3.70375 -0.66530
C -3.50319 -4.55686 0.15719
C -4.21297 -5.25103 -0.97950
C -3.59832 -4.95313 -2.25034
H -1.97533 -3.33460 -2.67141
H -1.74437 -3.03078 -0.35413
H -3.59716 -4.70802 1.26329
H -5.03628 -5.76518 -0.82889
H -3.74827 -5.26613 -3.28138
N 2.58216 3.89582 3.12684
C 2.52406 2.55074 3.36067
C 3.69512 2.27538 4.36425
C 4.13205 3.50615 4.91606
C 3.42044 4.47799 4.07220
H 1.89858 4.16412 2.68544
H 1.90921 1.75323 2.94941
H 3.96919 1.19385 4.52791
H 4.74089 3.73168 5.71169
H 3.49939 5.62637 3.92157

=====

4.
16
Properties=species:S:1:pos:R:3 method="wB97M-V/def2-TZVPD" e_homo_ev="-9.36 / -8.63" de_lowest_ev=6.087 largest_force_ha_per_bohr=0.1038 gap_ev="8.64 / 8.25"
C -2.44874 0.92327 0.54044
C -1.92698 -0.04003 -0.44946
C 1.41330 -0.86352 0.00767
C 2.07363 0.43383 0.36034
N -1.43684 -0.00829 0.84103
O 0.22512 1.79982 -1.08437
S 0.78732 1.68675 0.27334
H -2.02567 2.01000 0.49893
H -3.31191 0.68366 1.02365
H -2.30072 -0.86126 -0.94842
H -1.22809 0.52884 -1.30246
H 2.14070 -1.75217 -0.16276
H 0.58136 -1.20522 0.64611
H 0.97996 -0.88266 -0.90653
H 2.90225 0.59979 -0.26634
H 2.31098 0.27181 1.50782